Entry 1:
Here is C24H56N12OsS as an isolated structure from OMol25. Energies are from ωB97M-V/def2-TZVPD.

Last column: Löwdin charge in e.
CARTESIAN COORDINATES (ANGSTROEM)
Os: -0.501 -0.325 -0.755  1.553
C: 2.362 -1.145 3.738  -0.010
N: 2.032 -0.814 2.365  -0.123
C: 1.461 0.500 2.196  -0.079
C: 2.178 -1.654 1.328  -0.362
N: 1.570 -1.426 0.183  0.014
C: 2.100 -2.001 -1.045  -0.191
C: 1.065 -2.859 -1.779  -0.121
N: -0.235 -2.174 -1.955  -0.272
C: -0.403 -1.674 -3.329  -0.150
C: 0.551 -0.510 -3.566  -0.185
N: 0.398 0.520 -2.519  -0.100
C: 0.851 1.731 -2.924  -0.362
N: 1.943 1.838 -3.720  -0.133
C: 1.998 2.736 -4.854  -0.007
C: 3.129 1.027 -3.566  -0.015
N: 0.204 2.855 -2.563  -0.120
C: -1.239 2.916 -2.443  -0.056
C: 0.841 4.159 -2.566  -0.018
C: -1.339 -3.069 -1.563  -0.133
C: -1.483 -2.984 -0.045  -0.177
N: -1.757 -1.582 0.287  -0.162
C: -2.747 -1.399 1.208  -0.393
N: -3.719 -0.505 0.991  -0.156
C: -4.495 0.088 2.057  -0.017
C: -4.137 -0.154 -0.348  -0.044
N: -2.721 -2.130 2.337  -0.117
C: -3.889 -2.691 2.987  0.003
C: -1.460 -2.567 2.895  -0.013
N: 3.014 -2.749 1.524  -0.175
C: 2.614 -4.088 1.191  -0.031
C: 4.355 -2.600 2.022  -0.030
H: 3.287 -0.659 4.046  0.113
H: 1.565 -0.780 4.387  0.103
H: 2.448 -2.217 3.878  0.103
H: 2.051 1.217 2.769  0.112
H: 1.470 0.768 1.135  0.037
H: 0.433 0.528 2.571  0.073
H: 2.392 -1.158 -1.678  0.078
H: 2.996 -2.608 -0.889  0.136
H: 1.472 -3.152 -2.751  0.153
H: 0.912 -3.780 -1.217  0.121
H: -0.207 -2.474 -4.052  0.161
H: -1.441 -1.352 -3.471  0.136
H: 1.572 -0.900 -3.611  0.100
H: 0.332 -0.071 -4.545  0.156
H: 1.023 3.160 -5.069  0.106
H: 2.730 3.532 -4.714  0.115
H: 2.312 2.160 -5.728  0.120
H: 3.103 0.487 -2.623  0.080
H: 3.269 0.333 -4.398  0.115
H: 4.002 1.681 -3.557  0.121
H: -1.677 1.920 -2.507  0.064
H: -1.536 3.385 -1.504  0.065
H: -1.643 3.532 -3.251  0.121
H: 1.916 4.060 -2.449  0.109
H: 0.631 4.726 -3.475  0.114
H: 0.443 4.735 -1.729  0.094
H: -2.266 -2.725 -2.028  0.135
H: -1.159 -4.096 -1.892  0.160
H: -2.303 -3.626 0.290  0.154
H: -0.555 -3.315 0.433  0.095
H: -3.935 0.080 2.989  0.108
H: -4.718 1.116 1.774  0.099
H: -5.451 -0.412 2.213  0.116
H: -3.374 -0.465 -1.065  0.056
H: -5.077 -0.660 -0.590  0.126
H: -4.295 0.920 -0.434  0.093
H: -4.779 -2.573 2.379  0.105
H: -3.719 -3.759 3.132  0.118
H: -4.051 -2.253 3.972  0.116
H: -0.648 -1.980 2.469  0.078
H: -1.488 -2.404 3.972  0.119
H: -1.283 -3.631 2.728  0.112
H: 1.583 -4.110 0.853  0.071
H: 3.264 -4.538 0.435  0.109
H: 2.693 -4.728 2.074  0.115
H: 4.633 -1.553 2.098  0.105
H: 4.490 -3.084 2.994  0.108
H: 5.045 -3.105 1.339  0.111
C: 0.860 4.749 1.405  -0.014
N: 0.276 3.461 1.047  0.012
C: -0.917 2.968 1.341  -0.647
S: -1.474 1.486 0.559  0.733
N: -1.818 3.473 2.156  0.006
C: -1.775 4.607 3.062  -0.003
H: 1.646 4.975 0.688  0.103
H: 1.304 4.730 2.401  0.108
H: 0.118 5.542 1.365  0.105
H: 0.849 2.877 0.453  0.114
H: -2.718 3.005 2.130  0.128
H: -0.771 4.814 3.416  0.093
H: -2.399 4.378 3.923  0.115
H: -2.187 5.497 2.586  0.117

## Properties
**Net charge**: +4
**F_max**: 2.09 eV/Å
**Energy**: -56940.8332 eV
**LUMO level (spin up / spin down)**: -0.4439 / -0.5162 Eh
**HOMO-LUMO gap (spin up / spin down)**: 6.74 / 4.72 eV
**Multiplicity**: 5
**Expectation value of S²**: 6.0297



Entry 2:
Here is a 12-piece molecular cluster, C24H56N8O20 overall from OMol25. Energies are from ωB97M-V/def2-TZVPD.

Last column: Löwdin charge in e.
CARTESIAN COORDINATES (ANGSTROEM)
C: -9.046 8.486 20.405  0.055
N: -9.684 7.128 20.319  -0.410
O: -10.835 7.050 20.745  0.040
O: -9.106 6.172 19.829  0.053
H: -8.529 8.553 19.457  0.086
H: -8.294 8.452 21.162  0.087
H: -9.762 9.277 20.622  0.104
C: -14.962 0.335 23.089  0.056
N: -14.959 1.135 21.815  -0.426
O: -14.066 1.904 21.565  0.062
O: -15.907 0.861 21.109  0.059
H: -14.032 0.510 23.622  0.086
H: -15.111 -0.725 22.854  0.106
H: -15.830 0.691 23.668  0.105
C: -9.744 -1.382 20.349  0.031
N: -10.777 -1.458 21.403  -0.424
O: -11.935 -1.168 21.139  0.046
O: -10.386 -1.783 22.526  0.043
H: -9.410 -2.404 20.011  0.134
H: -8.916 -0.863 20.805  0.068
H: -10.080 -0.704 19.591  0.046
C: -13.208 -0.462 17.152  0.070
N: -12.200 -1.632 17.014  -0.419
O: -11.101 -1.554 17.544  0.039
O: -12.661 -2.593 16.397  0.038
H: -12.770 0.329 17.839  0.081
H: -14.006 -1.045 17.574  0.086
H: -13.287 -0.196 16.057  0.097
C: -14.788 3.095 18.945  0.046
N: -14.198 3.508 17.615  -0.409
O: -14.422 2.865 16.611  0.067
O: -13.608 4.579 17.593  0.034
H: -14.803 2.004 19.015  0.078
H: -15.818 3.479 18.992  0.113
H: -14.232 3.584 19.704  0.071
C: -6.062 2.640 21.811  0.052
N: -6.569 1.332 22.409  -0.440
O: -7.183 0.681 21.595  0.040
O: -6.424 1.048 23.556  0.092
H: -5.930 3.466 22.536  0.106
H: -6.817 2.875 21.079  0.075
H: -5.123 2.469 21.326  0.082
C: -10.433 3.760 18.171  0.092
N: -10.421 2.238 18.495  -0.377
O: -11.547 1.822 18.656  0.030
O: -9.402 1.581 18.559  0.063
H: -10.466 4.217 19.126  0.061
H: -11.356 3.977 17.670  0.061
H: -9.543 3.936 17.661  0.066
C: -7.056 2.869 16.126  0.054
N: -7.763 3.240 14.867  -0.416
O: -7.665 2.538 13.879  0.062
O: -8.385 4.295 14.915  0.040
H: -7.071 3.723 16.812  0.083
H: -6.110 2.459 15.880  0.086
H: -7.603 2.030 16.623  0.100
C: -12.656 7.866 16.593  -0.157
C: -11.799 8.678 15.594  -0.126
C: -10.405 8.778 16.295  -0.149
O: -10.648 8.304 17.658  -0.184
C: -11.620 7.272 17.530  -0.228
H: -13.241 7.027 16.315  0.085
H: -13.317 8.553 17.180  0.126
H: -12.240 9.651 15.594  0.092
H: -11.830 8.177 14.646  0.102
H: -9.983 9.776 16.301  0.111
H: -9.642 8.055 15.902  0.110
H: -12.040 7.084 18.529  0.119
H: -11.136 6.404 17.109  0.110
C: -10.669 1.926 21.941  -0.135
C: -10.405 1.481 23.418  -0.135
C: -9.643 2.641 24.041  -0.153
O: -8.894 3.250 22.888  -0.165
C: -9.841 3.205 21.784  -0.195
H: -11.736 2.212 21.646  0.110
H: -10.383 1.202 21.213  0.057
H: -9.782 0.561 23.469  0.108
H: -11.308 1.307 23.976  0.092
H: -8.902 2.439 24.795  0.103
H: -10.269 3.363 24.603  0.117
H: -9.272 3.108 20.927  0.063
H: -10.422 4.150 21.745  0.123
C: -5.920 7.659 15.746  -0.097
C: -4.632 6.787 16.074  -0.127
C: -4.996 5.892 17.278  -0.184
O: -6.414 5.853 17.311  -0.150
C: -6.965 6.738 16.409  -0.250
H: -6.140 7.665 14.702  0.099
H: -5.915 8.602 16.161  0.075
H: -3.776 7.398 16.287  0.095
H: -4.409 6.211 15.207  0.093
H: -4.604 6.335 18.220  0.123
H: -4.566 4.896 17.134  0.111
H: -7.730 7.342 16.917  0.102
H: -7.568 6.239 15.635  0.094
C: -11.448 1.570 13.147  -0.167
C: -11.176 0.348 13.974  -0.122
C: -10.394 1.072 15.203  -0.174
O: -10.968 2.368 15.383  -0.164
C: -11.745 2.649 14.228  -0.183
H: -12.201 1.511 12.401  0.095
H: -10.523 1.805 12.556  0.126
H: -10.602 -0.455 13.532  0.110
H: -12.115 -0.074 14.372  0.088
H: -9.326 1.131 15.054  0.081
H: -10.409 0.446 16.113  0.089
H: -11.434 3.692 14.043  0.126
H: -12.807 2.645 14.455  0.098

## Properties
**F_max**: 4.15 eV/Å
**Energy**: -78641.4412 eV
**LUMO level**: 0.0019 Eh
**HOMO-LUMO gap**: 9.37 eV
**Multiplicity**: 1



Entry 3:
Here is a 8-piece molecular cluster, C24H56N8O8 overall from OMol25. Energies are from ωB97M-V/def2-TZVPD.

Last column: Löwdin charge in e.
CARTESIAN COORDINATES (ANGSTROEM)
C: -26.391 11.952 0.051  -0.018
C: -25.555 10.707 -0.091  -0.516
O: -25.472 10.210 -1.236  0.022
N: -25.012 10.190 1.049  -0.001
C: -24.127 9.038 1.104  -0.082
H: -26.976 12.241 -0.822  0.087
H: -25.782 12.849 0.153  0.081
H: -27.017 11.923 0.943  0.076
H: -24.939 10.688 1.926  0.135
H: -23.065 9.285 1.081  0.086
H: -24.243 8.400 0.229  0.081
H: -24.378 8.543 2.042  0.058
C: -26.310 7.103 3.985  0.047
C: -26.795 5.702 4.241  -0.431
O: -27.413 5.469 5.256  0.305
N: -26.473 4.833 3.292  0.159
C: -26.760 3.412 3.419  0.032
H: -25.767 7.642 4.761  0.113
H: -27.072 7.821 3.681  0.113
H: -25.640 7.224 3.134  0.062
H: -25.718 5.223 2.746  0.100
H: -26.896 3.035 2.405  0.117
H: -27.669 3.232 3.993  0.115
H: -25.842 3.086 3.909  0.101
C: -23.593 3.073 2.060  0.016
C: -23.374 4.497 1.590  -0.513
O: -24.024 5.415 2.086  -0.003
N: -22.466 4.605 0.640  0.077
C: -22.026 5.882 0.042  -0.003
H: -22.706 2.486 1.823  0.072
H: -24.476 2.673 1.561  0.061
H: -23.871 2.998 3.111  0.060
H: -21.980 3.789 0.296  0.094
H: -22.605 6.691 0.487  0.063
H: -21.987 5.918 -1.047  0.074
H: -21.036 6.112 0.436  0.076
C: -21.451 -0.476 2.577  -0.011
C: -21.159 0.464 3.692  -0.584
O: -19.966 0.659 3.957  0.034
N: -22.214 0.979 4.308  0.014
C: -22.159 1.922 5.459  -0.048
H: -20.704 -1.269 2.546  0.097
H: -21.429 0.090 1.645  0.064
H: -22.437 -0.934 2.660  0.070
H: -23.104 0.594 4.025  0.124
H: -21.356 1.655 6.146  0.087
H: -23.091 2.054 6.008  0.077
H: -21.867 2.914 5.114  0.072
C: -25.157 -1.283 -3.242  0.001
C: -25.492 -0.742 -1.840  -0.502
O: -26.656 -0.507 -1.467  0.021
N: -24.447 -0.485 -0.979  -0.002
C: -24.666 0.049 0.377  -0.064
H: -25.055 -2.360 -3.380  0.082
H: -24.212 -0.879 -3.602  0.052
H: -25.885 -0.927 -3.971  0.086
H: -23.508 -0.774 -1.214  0.130
H: -24.978 1.093 0.406  0.059
H: -23.688 -0.010 0.855  0.054
H: -25.314 -0.636 0.924  0.091
C: -19.747 6.234 -2.754  -0.015
C: -18.382 6.506 -2.159  -0.513
O: -17.965 5.857 -1.179  0.002
N: -17.767 7.552 -2.682  -0.002
C: -16.515 8.077 -2.339  -0.068
H: -20.175 5.385 -2.221  0.050
H: -19.525 5.887 -3.763  0.092
H: -20.501 7.021 -2.772  0.091
H: -18.299 8.097 -3.345  0.153
H: -16.568 9.125 -2.045  0.093
H: -16.010 8.042 -3.304  0.094
H: -15.930 7.529 -1.600  0.099
C: -19.327 2.609 -1.749  0.026
C: -19.621 2.853 -0.195  -0.483
O: -20.591 2.268 0.306  -0.034
N: -18.860 3.761 0.429  0.032
C: -19.141 4.211 1.758  -0.060
H: -18.961 1.585 -1.825  0.080
H: -18.583 3.310 -2.127  0.060
H: -20.190 2.677 -2.412  0.046
H: -18.144 4.249 -0.091  0.099
H: -19.978 3.717 2.251  0.078
H: -19.395 5.269 1.713  0.076
H: -18.294 4.019 2.417  0.095
C: -22.983 5.273 -4.594  -0.001
C: -23.648 4.222 -3.807  -0.594
O: -24.871 4.336 -3.548  0.016
N: -22.870 3.303 -3.326  0.019
C: -23.355 2.095 -2.647  -0.044
H: -21.990 5.495 -4.203  0.048
H: -23.503 6.228 -4.672  0.098
H: -22.831 4.823 -5.575  0.097
H: -21.958 3.233 -3.754  0.128
H: -23.177 1.215 -3.267  0.075
H: -24.395 2.098 -2.321  0.089
H: -22.714 2.004 -1.770  0.063

## Properties
**Net charge**: +1
**F_max**: 5.62 eV/Å
**Energy**: -54090.5546 eV
**Energy relative to the best compared isomer or geometry (same formula, charge and spin)**: 0.0 kJ/mol
**LUMO level (spin up / spin down)**: -0.0986 / -0.3018 Eh
**HOMO-LUMO gap (spin up / spin down)**: 8.57 / 3.04 eV
**Multiplicity**: 2
**Expectation value of S²**: 0.7745